(1)
The following is a DFT calculation (ωB97M-V/def2-TZVPD) of 7 unconnected molecules or ions with the total composition C24H40FO16S2 at a distorted geometry.

Orbital gap in Eh: 0.340
HOMO level in eV: -7.36
LUMO in eV: 1.90
ΔE to the lowest compared entry with this formula, charge and spin in kJ/mol: 92.3

The geometry in ORCA input format:
```
! wB97M-V def2-TZVPD RIJCOSX def2/J DEFGRID3
* xyz -1 1
S 1.85 4.66 2.24
S 4.25 -3.56 -1.37
F -0.83 0.22 0.20
O -2.51 -4.27 4.11
O 4.81 -4.32 -0.29
O -4.90 0.31 2.81
O -4.33 2.29 2.20
O 2.93 4.83 3.16
O 0.11 2.78 -5.01
O -1.18 -0.95 -3.62
O -1.47 -2.18 4.01
O -5.83 2.07 3.81
O 0.67 3.89 -3.11
O -1.13 -3.74 2.45
O 4.12 -4.08 -2.67
O -2.39 -2.78 -3.36
O 0.91 5.66 1.96
O 1.43 4.70 -5.06
O -2.12 -1.94 -5.45
C -1.23 -3.69 -1.53
C -0.60 -1.55 3.16
C -3.52 1.45 1.45
C 2.65 -2.97 -0.94
C 5.05 -1.90 -1.45
C -4.16 -1.01 0.82
C -1.94 -1.91 -4.23
C 0.13 2.68 -2.78
C -5.06 1.63 3.03
C -0.55 -2.48 1.96
C 3.76 -0.86 -1.53
C 1.74 2.16 2.25
C -1.17 -1.20 -2.20
C -1.99 -2.47 -2.00
C -0.23 1.89 -4.08
C 0.79 3.88 -4.42
C 2.40 3.91 0.71
C 0.69 -1.47 4.05
C 2.69 -1.52 -0.63
C 0.99 3.24 2.80
C -0.99 3.08 -1.81
C 1.97 2.40 0.88
C -3.88 0.03 1.98
C -1.79 -3.48 3.51
H -4.49 -1.82 1.33
H -1.29 1.72 -4.03
H 2.23 -3.65 -0.19
H -0.81 -3.71 -0.62
H -2.97 -0.37 2.52
H 2.49 1.85 2.86
H -0.84 -0.55 2.64
H 2.01 -3.31 -1.75
H 3.63 4.17 0.42
H -1.72 -0.37 -1.72
H 2.82 1.87 0.50
H -2.78 -2.53 -1.44
H 1.39 -0.60 3.84
H -1.57 2.45 -1.43
H 0.96 2.33 -2.38
H -0.63 3.73 -1.10
H 1.17 3.25 3.91
H 4.01 0.14 -1.21
H -0.13 -1.46 -1.90
H 3.05 -1.47 0.40
H -1.71 3.70 -2.47
H 1.73 -1.04 -0.42
H 2.13 4.64 -0.12
H 1.31 -2.19 4.09
H -3.71 1.44 0.41
H 3.20 -0.93 -2.59
H 5.74 -1.70 -0.55
H 0.43 -2.80 1.49
H 1.06 2.30 0.40
H 1.14 1.06 2.16
H -0.54 -4.00 -2.36
H -0.87 -2.03 1.04
H -3.28 -1.15 0.37
H -5.01 -0.75 0.24
H 0.68 -1.32 4.98
H -0.12 3.50 2.59
H -2.51 1.59 1.85
H 5.56 -1.85 -2.38
H -2.03 -4.51 -1.36
H 0.12 0.97 -3.99
*
```



(2)
The following is a DFT calculation (ωB97M-V/def2-TZVPD) of a single C2H8SSi molecule at a distorted geometry.

Orbital gap in Eh: 0.349
SMILES: C[C@@H]([SiH3])S
HOMO level in eV: -8.63
LUMO in eV: 0.88
ΔE to the lowest compared entry with this formula, charge and spin in kJ/mol: 196.3

The geometry in ORCA input format:
```
! wB97M-V def2-TZVPD RIJCOSX def2/J DEFGRID3
* xyz 0 1
S -1.97 0.44 -0.35
Si 0.89 1.15 -0.29
C -0.37 -0.12 0.39
C 0.16 -1.47 -0.10
H -0.44 -0.16 1.57
H 0.61 1.16 -1.72
H -0.43 -2.33 0.23
H 0.28 2.41 0.34
H 0.28 -1.52 -1.11
H 2.09 0.66 0.40
H 1.10 -1.62 0.20
H -2.21 1.38 0.44
*
```



(3)
The following is a DFT calculation (ωB97M-V/def2-TZVPD) of a single C3H9NS2 molecule at a distorted geometry.

Orbital gap in Eh: 0.352
SMILES: C[C@@H](N)CSS
HOMO level in eV: -8.98
LUMO in eV: 0.60
ΔE to the lowest compared entry with this formula, charge and spin in kJ/mol: 36.2

The geometry in ORCA input format:
```
! wB97M-V def2-TZVPD RIJCOSX def2/J DEFGRID3
* xyz 0 1
S 2.00 -1.04 -0.93
S 3.56 0.26 -0.60
N -0.62 0.82 -1.03
C -0.68 -0.35 -0.13
C -1.50 -0.01 1.11
C 0.73 -0.72 0.30
H -1.16 -1.20 -0.63
H 0.70 -1.49 1.07
H 1.12 0.15 0.83
H -0.92 0.57 1.82
H -2.23 0.72 0.76
H 3.08 1.27 -1.34
H -2.01 -0.76 1.71
H -0.61 0.39 -1.94
H -1.46 1.39 -0.99
*
```



(4)
The following is a DFT calculation (ωB97M-V/def2-TZVPD) of a single CH3Cl2NO2S molecule at a distorted geometry.

Orbital gap in Eh: 0.357
SMILES: NS(=O)(=O)C(Cl)Cl
HOMO level in eV: -9.86
LUMO in eV: -0.14
ΔE to the lowest compared entry with this formula, charge and spin in kJ/mol: 163.4

The geometry in ORCA input format:
```
! wB97M-V def2-TZVPD RIJCOSX def2/J DEFGRID3
* xyz 0 1
Cl -1.52 -0.86 1.11
Cl -1.58 -1.50 -1.63
S 0.67 0.60 -0.33
O 0.31 1.90 0.11
O 1.33 0.57 -1.60
N 1.49 -0.23 0.83
C -1.43 -0.21 -0.49
H -2.19 0.66 -0.49
H 1.09 0.24 1.72
H 1.82 -1.18 0.76
*
```



(5)
The following is a DFT calculation (ωB97M-V/def2-TZVPD) of a molecular structure, C25H29HgNSi at a distorted geometry.

Orbital gap (spin up / spin down) in Eh: 0.117 / 0.231
HOMO level (spin up / spin down) in eV: -0.38 / -4.64
LUMO (spin up / spin down) in eV: 2.81 / 1.64

The geometry in ORCA input format:
```
! wB97M-V def2-TZVPD RIJCOSX def2/J DEFGRID3
* xyz -1 2
Hg 1.72 -1.27 0.26
Si -1.10 -1.72 -0.24
N -0.34 1.05 0.25
C -4.51 -3.07 2.05
C 5.96 -1.25 0.89
C 4.45 0.41 -0.70
C -2.63 -1.16 2.23
C -0.44 -0.49 -2.69
C 0.58 1.64 -0.62
C 0.56 3.06 -0.87
C -2.83 -0.83 -2.70
C -4.26 -2.63 3.34
C 0.38 4.02 0.27
C -0.21 -0.36 0.60
C 0.64 3.21 1.49
C -0.53 0.03 -4.00
C 4.68 -1.47 0.87
C -1.64 -0.94 -1.96
C 3.73 -0.77 0.12
C 0.15 -2.93 -0.56
C 5.84 0.50 -0.73
C -3.83 -2.72 0.90
C -3.32 -1.57 3.36
C -1.80 -0.11 -4.69
C -0.12 1.96 1.58
C -2.64 -1.94 1.14
C -2.88 -0.51 -4.04
C 6.65 -0.27 -0.11
H 1.82 3.09 -1.41
H -0.01 -0.47 1.74
H -5.19 -3.87 1.96
H 0.10 3.46 -1.67
H -9.02 4.36 5.63
H -1.23 2.04 1.86
H 0.41 0.25 -4.69
H -0.10 -3.24 0.55
H -4.92 -2.89 4.18
H 1.23 4.93 0.32
H -4.03 -0.64 -4.52
H 6.67 -1.94 1.47
H 0.53 -0.71 -2.39
H -0.48 4.37 0.00
H -1.73 -0.56 2.44
H -4.10 -1.15 -2.06
H 1.60 1.48 -0.10
H 4.07 -1.95 1.52
H 0.24 -4.02 -1.04
H 0.24 3.70 2.30
H 1.05 1.01 -1.32
H 6.14 1.36 -1.62
H 7.89 -0.30 0.02
H 3.66 1.10 -1.52
H 1.72 3.70 1.69
H -3.00 -1.06 4.31
H -4.02 -3.58 0.06
H -1.89 0.36 -5.63
H 0.10 1.34 2.50
*
```



(6)
The following is a DFT calculation (ωB97M-V/def2-TZVPD) of 3 unconnected molecules or ions with the total composition C16H34BINO12P2S2 at a distorted geometry.

Orbital gap in Eh: 0.202
HOMO level in eV: -4.00
LUMO in eV: 1.51

The geometry in ORCA input format:
```
! wB97M-V def2-TZVPD RIJCOSX def2/J DEFGRID3
* xyz -1 1
I 2.12 1.84 -6.26
S -0.94 -1.29 1.71
S -6.28 -2.69 2.99
P 3.36 1.71 -1.75
P 7.76 1.92 -2.00
O -5.49 -3.83 2.59
O 0.36 -1.63 1.16
O 4.99 1.08 -2.05
O 3.99 3.06 -0.80
O 8.28 0.51 -2.86
O -1.09 -0.49 2.90
O 0.51 0.13 -2.16
O 7.97 3.36 -2.88
O 4.79 1.62 -4.99
O 8.72 2.02 -0.77
O 2.72 0.78 0.96
O -5.91 -1.34 2.66
N 1.66 1.94 -1.21
C 6.01 1.72 -1.26
C -8.09 -3.02 4.91
C -1.97 -0.60 0.42
C 3.65 2.09 -4.68
C 5.44 3.22 -0.89
C 3.31 2.83 -3.30
C 0.67 1.41 -2.15
C 1.34 3.33 -0.76
C -0.29 2.25 -3.12
C -7.96 -2.97 2.48
C -8.59 -3.72 3.65
C 4.14 -1.05 -0.39
C -1.88 -2.80 1.92
C -6.58 -2.81 4.75
C -3.27 -2.45 1.41
C -3.05 -1.64 0.13
B 3.41 0.41 -0.29
H 8.73 3.83 -2.44
H 2.04 0.06 1.06
H -8.26 -4.76 3.65
H -6.02 -3.66 5.14
H -3.97 -1.16 -0.22
H -8.43 -1.99 2.34
H 8.50 0.85 -3.77
H -0.18 2.00 -4.23
H 5.19 -0.99 0.11
H 5.70 3.97 -1.73
H -0.22 3.40 -2.96
H -1.35 -0.39 -0.46
H 1.68 3.52 0.34
H -1.42 -3.57 1.30
H -7.98 -3.53 1.55
H -9.68 -3.71 3.59
H -3.80 -1.83 2.14
H -2.40 0.33 0.80
H 2.99 0.66 -2.69
H 2.26 3.30 -3.45
H 4.19 -1.37 -1.49
H -8.32 -3.59 5.81
H 4.03 3.74 -3.21
H 1.71 4.17 -1.45
H -2.71 -2.31 -0.67
H 3.50 -1.84 0.17
H -1.87 -3.10 2.97
H 5.91 3.72 0.03
H -3.87 -3.34 1.23
H 0.19 3.42 -0.72
H -1.38 1.97 -2.83
H -8.59 -2.05 5.01
H 6.27 1.26 -0.22
H -6.25 -1.90 5.24
*
```



(7)
The following is a DFT calculation (ωB97M-V/def2-TZVPD) of 2 unconnected molecules or ions with the total composition C4H14NO at a distorted geometry.

Orbital gap in Eh: 0.466
HOMO level in eV: -15.69
LUMO in eV: -3.01
ΔE to the lowest compared entry with this formula, charge and spin in kJ/mol: 51.4

The geometry in ORCA input format:
```
! wB97M-V def2-TZVPD RIJCOSX def2/J DEFGRID3
* xyz 1 1
O -1.43 1.13 -2.60
N -0.69 -0.64 0.03
C -0.71 0.32 1.19
C 0.43 -1.65 0.03
C 1.82 -1.10 0.27
C 0.04 1.60 0.91
H 1.97 -0.81 1.30
H -1.67 2.03 -2.35
H 1.99 -0.29 -0.41
H -1.73 0.55 1.47
H 2.53 -1.87 -0.02
H -0.56 2.33 0.35
H 0.34 2.06 1.85
H 0.38 -2.23 -0.89
H -1.09 1.15 -3.50
H 0.94 1.48 0.31
H 0.13 -2.39 0.78
H -0.92 -0.20 -0.87
H -1.50 -1.25 0.15
H -0.25 -0.22 2.01
*
```



(8)
The following is a DFT calculation (ωB97M-V/def2-TZVPD) of a molecular structure, C32H30MgN10S3 at a distorted geometry.

Orbital gap (spin up / spin down) in Eh: 0.251 / 0.251
HOMO level (spin up / spin down) in eV: -7.09 / -7.09
LUMO (spin up / spin down) in eV: -0.25 / -0.25
ΔE to the lowest compared entry with this formula, charge and spin in kJ/mol: 24.0

The geometry in ORCA input format:
```
! wB97M-V def2-TZVPD RIJCOSX def2/J DEFGRID3
* xyz 0 1
S 14.93 14.24 7.19
S 21.26 12.27 5.22
S 13.77 10.89 3.89
Mg 14.53 12.33 5.76
N 12.22 13.70 7.57
N 13.14 15.68 8.39
N 13.60 8.43 5.02
N 16.71 12.19 5.27
N 22.48 7.91 5.94
N 17.95 8.42 7.66
N 14.35 10.24 6.33
N 19.36 6.68 7.52
N 11.88 15.95 8.85
N 12.39 12.91 6.63
C 17.48 13.25 4.93
C 19.01 8.56 8.56
C 18.86 13.25 4.96
C 8.32 15.81 7.86
C 18.24 7.34 6.96
C 13.78 7.66 6.10
C 9.45 15.94 8.59
C 21.73 10.59 5.46
C 10.79 16.09 6.59
C 21.66 8.23 4.92
C 9.64 16.01 5.87
C 11.11 12.17 6.39
C 8.92 11.40 7.01
C 14.93 10.11 8.68
C 10.21 11.81 7.42
C 13.32 14.60 7.75
C 8.60 11.27 5.64
C 22.89 8.94 6.68
C 8.41 15.80 6.44
C 17.41 11.05 5.49
C 22.57 10.27 6.45
C 14.23 8.08 7.31
C 10.69 15.96 7.99
C 9.53 11.62 4.62
C 14.50 9.44 7.39
C 21.23 9.53 4.64
C 19.58 12.04 5.20
C 13.91 9.74 5.17
C 19.89 7.52 8.51
C 10.79 12.01 5.02
C 18.79 10.97 5.51
C 17.50 6.80 5.74
H 9.68 16.13 4.78
H 15.99 10.06 8.80
H 20.66 9.65 3.76
H 14.58 11.15 8.68
H 23.42 8.63 7.50
H 7.52 15.78 5.90
H 9.44 11.37 3.56
H 11.79 16.64 9.59
H 17.88 5.79 5.50
H 11.50 12.21 4.28
H 19.39 14.19 4.64
H 13.34 6.69 5.93
H 19.25 10.01 5.66
H 14.24 7.35 8.12
H 9.25 15.91 9.64
H 11.75 16.13 6.08
H 10.54 11.98 8.48
H 7.30 15.67 8.27
H 16.43 6.83 5.80
H 8.06 11.27 7.71
H 17.74 7.42 4.90
H 19.05 9.43 9.23
H 14.41 9.57 9.52
H 16.81 10.15 5.79
H 16.96 14.19 4.73
H 19.74 5.86 7.06
H 22.89 11.04 7.15
H 20.74 7.26 9.15
H 21.19 7.42 4.28
H 7.55 11.08 5.38
*
```



(9)
The following is a DFT calculation (ωB97M-V/def2-TZVPD) of a molecular structure, C12H29F3MnN2O6S at a distorted geometry.

Orbital gap (spin up / spin down) in Eh: 0.296 / 0.317
HOMO level (spin up / spin down) in eV: -7.63 / -8.21
LUMO (spin up / spin down) in eV: 0.42 / 0.41
ΔE to the lowest compared entry with this formula, charge and spin in kJ/mol: 86.0

The geometry in ORCA input format:
```
! wB97M-V def2-TZVPD RIJCOSX def2/J DEFGRID3
* xyz 0 6
Mn 0.09 0.07 -0.27
S 2.02 -2.87 0.34
F 0.10 -3.85 1.79
F 0.23 -4.68 -0.23
F 1.60 -5.34 1.28
O 2.66 -2.34 1.57
O 2.95 -3.36 -0.65
O 1.97 0.81 -0.98
O -0.88 1.90 -0.39
O -1.54 -1.03 0.45
O 1.02 -1.93 -0.22
N 1.04 0.22 1.61
N -0.79 -0.45 -2.26
C 2.90 1.03 0.08
C 2.62 0.49 -2.22
C -2.81 3.22 -0.83
C -1.74 2.82 0.19
C -1.94 -1.35 -1.96
C -2.20 -1.18 1.70
C -1.46 -2.78 -2.07
C 0.92 -4.28 0.83
C -1.05 3.99 0.85
C 2.05 1.30 1.33
C 2.84 1.60 2.60
C -2.52 -1.00 -0.59
H -2.91 0.02 -0.65
H -2.80 -0.29 1.92
H -1.15 0.46 -2.57
H 3.62 0.20 0.13
H -2.73 -1.21 -2.71
H -0.48 -3.07 -1.71
H -1.56 -3.12 -3.11
H -1.81 4.71 1.19
H -0.31 4.51 0.24
H 0.57 0.44 2.49
H 3.51 2.45 2.48
H -3.72 3.63 -0.36
H 1.62 -0.60 1.85
H -0.51 3.71 1.76
H 1.82 0.53 -2.96
H -2.50 3.86 -1.65
H -2.11 -3.49 -1.53
H 1.45 2.18 1.09
H -2.34 2.35 1.00
H -3.29 2.31 -1.23
H 3.39 0.70 2.89
H 2.19 1.85 3.44
H -0.44 -0.83 -3.14
H -1.45 -1.17 2.49
H -2.81 -2.07 1.80
H 3.41 1.22 -2.39
H 3.56 1.89 -0.05
H 3.07 -0.50 -2.22
H -3.38 -1.66 -0.42
*
```



(10)
The following is a DFT calculation (ωB97M-V/def2-TZVPD) of a single C2H3NOS molecule at a distorted geometry.

Orbital gap in Eh: 0.373
SMILES: C=NSC=O
HOMO level in eV: -9.51
LUMO in eV: 0.63
ΔE to the lowest compared entry with this formula, charge and spin in kJ/mol: 163.8

The geometry in ORCA input format:
```
! wB97M-V def2-TZVPD RIJCOSX def2/J DEFGRID3
* xyz 0 1
S -0.53 -1.60 -0.01
O -1.19 0.95 -0.02
N 1.12 -0.91 -0.07
C -1.61 -0.16 -0.06
C 1.46 0.30 0.03
H 2.54 0.58 0.05
H 0.83 1.19 -0.08
H -2.62 -0.36 0.15
*
```



| no. | calculated total energy (a.u.) | molecular weight (g/mol) |
| --- | --- | --- |
| 1 | -3038.34917 | 667.70 |
| 2 | -768.61021 | 92.24 |
| 3 | -970.81795 | 123.25 |
| 4 | -1563.62989 | 164.01 |
| 5 | -1466.93374 | 572.19 |
| 6 | -3389.33593 | 696.24 |
| 7 | -290.55563 | 92.16 |
| 8 | -3179.64571 | 675.17 |
| 9 | -2884.40543 | 441.37 |
| 10 | -606.12498 | 89.12 |